This record from the OMol25 dataset describes C5H8O as an isolated structure. The level of theory is ωB97M-V/def2-TZVPD.

Output
HOMO (alpha / beta): -6.97 / -7.52 eV
calculated total energy: -270.40627 Eh
E_LUMO (alpha / beta): 0.458 / 0.863 eV
relative energy (zero: lowest compared OMol25 entry of this formula, charge and spin): 398.1 kJ/mol
2S+1: 1
largest force on an atom: 0.6 eV Å⁻¹
net charge: 0

Each line ends with the Mulliken charge.
Element x y z (Å)
C 0.093 1.712 -0.858  -1.062
C -0.597 0.629 -0.111  0.296
C 1.077 -1.261 0.084  -1.356
C -0.379 -0.820 0.122  0.616
C -1.051 -0.513 1.469  -0.626
O -1.267 0.821 0.990  -0.255
H -0.441 1.967 -1.781  0.281
H 0.176 2.612 -0.243  0.310
H 1.099 1.386 -1.144  0.290
H 1.170 -2.335 0.269  0.357
H 1.534 -1.043 -0.889  0.335
H -1.032 -1.450 -0.496  0.304
H 1.629 -0.732 0.866  0.332
H -2.010 -0.973 1.725  0.177

Atomic forces in eV per Å
0.0 0.0 0.0
0.3 0.0 -0.4
0.1 -0.1 0.0
0.2 -0.1 -0.1
-0.3 -0.1 -0.2
-0.2 0.3 0.4
0.1 0.0 0.1
0.0 -0.1 -0.1
-0.1 0.0 0.0
0.0 0.2 0.0
-0.1 -0.1 0.1
0.1 0.1 0.1
0.0 -0.1 -0.1
0.1 0.0 0.1